The following is a DFT calculation (the ωB97M-V functional and the def2-TZVPD basis) of C6H13NO as an isolated structure at a distorted geometry.

Its spin multiplicity is 1. The total charge is 0. As for the lowest unoccupied orbital energy: 0.0331 hartree. The orbital gap comes out at 9.60 eV. As for the energy: -9963.4017 eV.

Each line ends with the natural charge from an NBO analysis.
CARTESIAN COORDINATES (ANGSTROEM)
C 0.18684 -1.98331 -1.47637  -0.632
C -0.99772 -1.54552 -0.75678  -0.077
C -0.43308 0.51153 0.36667  0.260
C 0.26814 -0.21208 1.55677  -0.634
C -0.72630 1.90132 0.79595  -0.275
C 1.07071 1.20872 -0.14003  -0.275
H 1.04975 -1.65972 -1.22125  0.210
H 0.48154 -3.10228 -1.21944  0.231
H 0.19033 -1.83818 -2.67815  0.208
H -0.94453 -1.93072 0.14558  0.178
H -2.08937 -1.96184 -1.01179  0.204
H -0.47044 -0.95547 2.24799  0.197
H 1.14577 -0.97723 0.79061  0.188
H 0.62370 0.62732 2.19658  0.234
H -1.31853 2.24412 1.67854  0.209
H -1.40803 2.29827 0.13631  0.203
H 0.71007 3.02856 -0.35121  0.348
H 2.16066 0.88221 0.26945  0.189
H 1.12391 1.08982 -1.28663  0.174
N 0.65105 2.50960 0.38708  -0.627
O -1.27447 -0.13513 -0.42986  -0.513

The following is a DFT calculation (the ωB97M-V functional and the def2-TZVPD basis) of a 3-piece molecular cluster, H6O3 overall at a distorted geometry.

Its spin multiplicity is 2. The total charge is -1. As for the lowest unoccupied orbital energy (spin up / spin down): 0.1592 / 0.1561 hartree. The orbital gap (spin up / spin down) comes out at 3.09 / 11.07 eV. As for the energy: -6238.9281 eV.

Each line ends with the natural charge from an NBO analysis.
CARTESIAN COORDINATES (ANGSTROEM)
O 1.04451 1.46512 0.14060  -1.043
H 0.54995 0.86282 0.77160  0.493
H 1.97175 1.33677 0.39642  0.435
O -0.32842 -0.71683 1.29975  -1.103
H -1.11567 -0.36316 1.74230  0.433
H -0.59885 -0.94977 0.37496  0.493
O -0.82122 -0.54561 -1.37589  -1.411
H -0.49868 -1.29480 -1.91725  0.250
H -0.20337 0.20547 -1.43248  0.453

The following is a DFT calculation (the ωB97M-V functional and the def2-TZVPD basis) of C36H41AuNO2P2SbSe as an isolated structure at a distorted geometry.

Its spin multiplicity is 3. The total charge is +2. As for the lowest unoccupied orbital energy (spin up / spin down): -0.1832 / -0.3140 hartree. The orbital gap (spin up / spin down) comes out at 7.48 / 3.92 eV. As for the energy: -137717.7916 eV.

Each line ends with the Löwdin charge.
CARTESIAN COORDINATES (ANGSTROEM)
Au -1.05406 -0.89108 -1.06571  0.558
O -0.83367 0.25340 1.73053  -0.351
O -0.55849 0.59408 0.34040  -0.551
Se -1.72567 -2.16259 -2.93472  0.892
C -1.82493 -3.95124 -2.26442  -0.609
C -2.63413 -4.31267 -1.19737  -0.101
C -2.66646 -5.65700 -0.84961  -0.111
N -1.95191 -6.57538 -1.48611  0.092
C -1.16929 -6.22165 -2.49167  -0.106
C -1.07599 -4.90670 -2.93802  -0.098
H -3.24206 -3.58888 -0.67060  0.102
H -3.29467 -6.00900 -0.04041  0.121
H -0.60439 -7.00662 -2.98026  0.124
H -0.45213 -4.64045 -3.78139  0.106
C 0.15806 -0.28966 4.13415  -0.381
P 0.57116 0.29500 2.47772  0.915
C 1.29090 1.93264 2.56652  -0.306
C 2.21296 2.17372 3.58680  -0.083
C 2.86210 3.39406 3.66086  -0.043
C 2.61275 4.37108 2.70749  -0.041
C 1.68594 4.13742 1.70106  -0.055
C 1.02159 2.92459 1.62644  -0.064
C 1.68840 -0.88877 1.72989  -0.293
C 3.03548 -0.59342 1.54741  -0.052
C 3.89438 -1.58594 1.09857  -0.046
C 3.40891 -2.85744 0.83057  -0.046
C 2.06038 -3.14715 1.00537  -0.060
C 1.19613 -2.16634 1.45949  -0.100
P -0.93073 0.98680 4.99305  1.050
C -0.18818 1.10917 6.64898  -0.427
C 0.66255 0.16450 7.21876  -0.096
C 1.11333 0.33477 8.51934  -0.068
C 0.72208 1.44116 9.25907  -0.063
C -0.12475 2.38586 8.69605  -0.065
C -0.56966 2.22585 7.39340  -0.114
C -2.41402 -0.04641 5.29399  -0.383
C -2.87884 -0.33367 6.57436  -0.072
C -4.00163 -1.13348 6.74026  -0.063
C -4.67787 -1.63337 5.63922  -0.075
C -4.23481 -1.32554 4.36024  -0.085
C -3.11504 -0.52855 4.18654  -0.123
H 1.10686 -0.41913 4.65791  0.054
H -0.33514 -1.25900 4.04831  0.080
H 2.41554 1.41464 4.33386  0.112
H 3.56032 3.58178 4.46500  0.121
H 3.13464 5.31718 2.75541  0.119
H 1.48512 4.90597 0.96567  0.111
H 0.29344 2.74378 0.85053  0.072
H 3.40802 0.39924 1.76698  0.110
H 4.94362 -1.35963 0.96579  0.119
H 4.08293 -3.63316 0.49286  0.119
H 1.68940 -4.14202 0.79775  0.114
H 0.14499 -2.38655 1.61606  0.106
H 0.96149 -0.72372 6.67596  0.096
H 1.76307 -0.40903 8.96226  0.111
H 1.07827 1.56845 10.27240  0.113
H -0.43631 3.24826 9.27018  0.112
H -1.22151 2.96722 6.94493  0.103
H -2.36152 0.05140 7.44301  0.102
H -4.34628 -1.36740 7.73900  0.113
H -5.55400 -2.25289 5.77650  0.110
H -4.77046 -1.69772 3.49568  0.102
H -2.78182 -0.27206 3.18875  0.078
C -2.70430 4.84134 -0.31231  -0.168
C -2.20346 4.35885 -1.66105  -0.366
Sb -1.88970 2.17452 -1.71761  1.604
C -1.96354 1.67966 -3.85485  -0.403
C -2.62143 2.76978 -4.68736  -0.168
C -3.79973 1.41878 -1.00973  -0.399
C -4.94940 1.94286 -1.85889  -0.158
H -2.94137 5.90468 -0.38303  0.091
H -1.95045 4.72553 0.46641  0.069
H -3.61623 4.33103 -0.00063  0.066
H -1.26105 4.82799 -1.93660  0.059
H -2.93264 4.51847 -2.45672  0.053
H -2.51485 0.73890 -3.89587  0.022
H -0.94214 1.49355 -4.18384  0.054
H -3.61908 3.02655 -4.33354  0.061
H -2.72423 2.40485 -5.71139  0.091
H -2.01297 3.67237 -4.72491  0.079
H -3.89107 1.71152 0.03575  0.061
H -3.72694 0.33268 -1.05627  0.022
H -5.02256 3.03042 -1.82620  0.072
H -5.88786 1.54187 -1.47236  0.090
H -4.86440 1.62396 -2.89794  0.065

The following is a DFT calculation (the ωB97M-V functional and the def2-TZVPD basis) of C36H38AsIrO9 as an isolated structure.

Its spin multiplicity is 2. The total charge is +3. As for the lowest unoccupied orbital energy (spin up / spin down): -0.3221 / -0.4313 hartree. The orbital gap (spin up / spin down) comes out at 6.16 / 3.19 eV. As for the energy: -120025.3018 eV.

Each line ends with the Löwdin charge.
CARTESIAN COORDINATES (ANGSTROEM)
Ir -0.89424 0.14898 -0.11486  1.338
C 0.32604 -2.14620 -2.76881  -0.129
C 0.97225 -0.80014 -3.00367  -0.141
O 0.08896 0.15525 -2.42007  -0.218
C 0.42798 1.53039 -2.62112  -0.138
C 1.18331 2.06539 -1.43769  -0.126
O 0.34337 1.95750 -0.26505  -0.265
C 0.93942 2.69124 0.84811  -0.112
C 0.14562 2.58318 2.13337  -0.152
O -0.18224 1.26952 2.53734  -0.172
C 0.84541 0.48457 3.08096  -0.153
C 1.63753 -0.23710 2.01940  -0.128
O 0.77966 -0.91624 1.04254  -0.257
C 1.67820 -1.70670 0.21779  -0.144
C 0.96211 -2.79721 -0.52874  -0.148
O -0.04607 -2.30172 -1.39732  -0.232
H 0.98523 -2.95807 -3.08260  0.147
H -0.60110 -2.20681 -3.33856  0.127
H 1.06892 -0.61383 -4.07597  0.152
H 1.96921 -0.73871 -2.55586  0.132
H -0.51073 2.06774 -2.74878  0.138
H 1.02504 1.65037 -3.52686  0.153
H 1.43290 3.11696 -1.58505  0.154
H 2.10814 1.50653 -1.25836  0.141
H 0.98195 3.73998 0.54911  0.152
H 1.96413 2.33627 0.96962  0.126
H -0.80313 3.10687 2.04010  0.133
H 0.73808 3.09437 2.90098  0.152
H 0.36250 -0.23818 3.73977  0.143
H 1.54440 1.07149 3.68782  0.153
H 2.24870 -1.00286 2.49774  0.143
H 2.30565 0.42485 1.46680  0.124
H 2.40343 -2.18670 0.87655  0.145
H 2.22368 -1.03118 -0.44665  0.127
H 0.48292 -3.47461 0.17928  0.127
H 1.71091 -3.36875 -1.08462  0.152
O -2.31794 1.14329 -1.14402  -0.129
C -2.79789 1.69236 -0.06160  -0.504
O -2.14330 1.28220 0.97736  -0.131
C -3.89403 2.59081 -0.00592  -0.147
C -4.51357 2.98356 -1.19928  0.018
C -5.59539 3.84886 -1.19324  0.058
C -6.01943 4.29401 0.04464  -0.185
O -7.02860 5.11914 0.30326  0.095
C -7.06341 5.32210 1.73164  -0.054
O -6.03721 4.48782 2.28396  0.065
C -5.40346 3.90422 1.24337  -0.193
C -4.34022 3.05721 1.25925  0.099
H -4.13089 2.61267 -2.14068  0.126
H -6.08467 4.17176 -2.10043  0.138
H -8.03490 5.01285 2.10962  0.151
H -6.84786 6.36696 1.94630  0.153
H -3.86304 2.74854 2.17841  0.142
C -6.44627 -0.24153 2.13170  -0.036
C -6.50476 -0.59683 0.79222  -0.043
C -5.35184 -0.99351 0.12729  -0.076
C -4.14487 -1.01826 0.81706  -0.356
C -4.07836 -0.65097 2.16012  -0.106
C -5.23657 -0.27195 2.81725  -0.045
As -2.52208 -1.56723 -0.03969  1.349
C -2.18729 -3.34544 0.62323  -0.248
C -1.81149 -3.73433 1.87771  -0.038
C -1.72807 -5.10921 2.16757  0.037
C -2.01599 -6.07787 1.19730  0.003
C -2.40062 -5.69698 -0.06461  0.056
C -2.50276 -4.31729 -0.37985  -0.132
C -2.92750 -3.79379 -1.63370  -0.132
C -3.26913 -4.57073 -2.77032  0.057
C -3.67066 -3.94384 -3.92515  0.002
C -3.74346 -2.54633 -3.97962  0.035
C -3.40598 -1.75079 -2.86745  -0.043
C -3.01035 -2.36798 -1.71507  -0.262
H -7.34824 0.05703 2.64905  0.124
H -7.44824 -0.57594 0.26378  0.121
H -5.41009 -1.28232 -0.91468  0.102
H -3.13200 -0.63759 2.68985  0.109
H -5.19762 0.00398 3.86256  0.123
H -1.59312 -3.01127 2.65322  0.123
H -1.44100 -5.42494 3.16267  0.137
H -1.94443 -7.12647 1.45143  0.136
H -2.63935 -6.44865 -0.80439  0.131
H -3.21930 -5.65022 -2.73248  0.131
H -3.93735 -4.52616 -4.79646  0.135
H -4.06942 -2.06843 -4.89488  0.136
H -3.46924 -0.67154 -2.93291  0.123